Record 1
{
  "formula": "C44H46N6O4S2Sb2V",
  "method": "ωB97M-V/def2-TZVPD",
  "fmax_ha_per_bohr": 0.04296,
  "e_lumo_ev": [0.2, 0.2],
  "orbital_gap_ev": [7.27, 8.32],
  "mol_weight_da": 1081.49,
  "de_lowest_kj_mol": 63.43,
  "multiplicity": 4,
  "homo_ev": [-7.090, -8.146],
  "elements": ["Sb", "Sb", "V", "S", "S", "O", "O", "O", "O", "N", "N", "N", "N", "N", "N", "C", "C", "C", "C", "C", "C", "C", "C", "C", "C", "C", "C", "C", "C", "C", "C", "C", "C", "C", "C", "C", "C", "C", "C", "C", "C", "C", "C", "C", "C", "C", "C", "C", "C", "C", "C", "C", "C", "C", "C", "C", "C", "C", "C", "H", "H", "H", "H", "H", "H", "H", "H", "H", "H", "H", "H", "H", "H", "H", "H", "H", "H", "H", "H", "H", "H", "H", "H", "H", "H", "H", "H", "H", "H", "H", "H", "H", "H", "H", "H", "H", "H", "H", "H", "H", "H", "H", "H", "H", "H"],
  "positions_angstrom": [[2.04103, 0.03627, -1.48755], [0.77475, 2.15737, 1.10751], [-0.28673, 0.13362, -0.27466], [0.30507, -1.39512, 1.55381], [-0.38954, -2.85971, -1.38601], [-1.14983, -0.16429, -3.42874], [-0.24990, 3.49986, -0.90664], [1.02729, -2.65549, -1.16023], [-0.75547, -3.39301, -2.66834], [-1.09150, -1.47826, -0.99052], [-1.82247, 0.46547, 2.99275], [-1.05980, -0.46764, 3.72096], [-2.63357, -0.13691, -0.10262], [-0.71101, 1.44015, -1.81143], [0.75974, -1.75859, 4.10006], [6.08232, -1.57546, -2.17189], [1.87588, -0.17403, -3.61678], [2.53148, 3.28399, 0.49987], [-1.84427, -3.81676, 0.83556], [3.62695, 0.27779, 3.93415], [1.42954, -1.56760, -5.53140], [-2.40503, -4.85947, 1.55530], [-3.45938, -2.04254, -1.34604], [-0.66036, -5.40511, -0.51983], [1.72308, 0.79325, -5.82125], [-0.36262, 5.68211, 3.52955], [-1.71113, 2.13979, -3.87542], [3.01566, 1.98802, -1.63916], [1.36512, 1.85390, 4.21688], [3.57123, 2.53000, -0.32302], [-4.74806, -1.65762, -1.08031], [-1.21305, -6.44237, 0.21241], [-3.90362, 0.22429, 0.11824], [1.92129, 0.93583, -4.45438], [1.62693, -1.42712, -4.16718], [-0.98550, -4.09126, -0.21697], [0.36013, 4.65859, 2.92945], [5.37011, -2.47638, -0.06157], [4.86936, -0.91494, -2.29913], [-2.79682, -7.30356, 1.97823], [-0.01332, -1.12187, 3.18641], [-1.17692, 0.97887, -3.04062], [-2.33639, 4.96961, 2.36140], [4.15719, -1.81220, -0.18832], [-1.61150, 3.94605, 1.77088], [3.17470, 0.60681, 5.20504], [-2.40719, -1.25411, -0.83792], [-0.71936, 2.79710, -1.80003], [-0.25917, 3.77923, 2.05085], [2.93160, 0.71622, 2.81537], [2.03393, 1.38705, 5.34400], [-2.11214, -6.18403, 1.24221], [3.90371, -1.02264, -1.30480], [-1.34946, 3.37049, -3.06140], [1.47971, -0.45891, -6.36430], [-4.98253, -0.49630, -0.33435], [-1.71127, 5.83752, 3.24706], [6.33560, -2.35222, -1.04900], [1.80152, 1.52509, 2.93437], [4.67065, -0.31638, -3.18167], [-3.21681, -2.90198, -1.95494], [0.00881, -5.59409, -1.34945], [-2.27450, 6.63514, 3.71461], [-0.97205, -7.46646, -0.04491], [3.82851, 1.85921, -2.35585], [0.49692, 2.49404, 4.33331], [-2.47143, -7.34959, 3.01894], [-2.78604, 2.00917, -4.00355], [-3.38811, 5.09581, 2.13434], [-4.04399, 1.12925, 0.70118], [2.98027, 3.66634, 1.41854], [3.27430, 0.41408, 1.83068], [-2.58541, -8.26463, 1.51258], [4.38463, 3.22789, -0.54986], [-3.87558, -7.14351, 1.97465], [-5.98845, -0.16651, -0.11897], [-5.57982, -2.24485, -1.44700], [-2.08767, -2.79735, 1.09381], [1.41529, 4.54380, 3.15213], [4.52265, -0.32018, 3.81546], [1.54949, -2.28850, -3.51986], [-2.20667, 3.98261, -2.78143], [2.10490, 1.92315, -4.04741], [-0.63171, 4.02028, -3.56187], [-2.74037, 0.49711, 3.42306], [2.30707, 2.71270, -2.04852], [-3.11048, -4.63942, 2.34797], [3.70776, 0.25963, 6.08149], [0.12658, 6.35997, 4.21813], [3.38971, -1.92382, 0.57119], [1.58959, -2.17377, 3.70919], [-1.94380, 0.09372, 2.05288], [-1.24784, 2.10753, -4.86018], [-0.92261, -0.16098, 4.67329], [1.66875, 1.63702, 6.33447], [5.56016, -3.09662, 0.80591], [1.22290, -2.54676, -5.94448], [1.31795, -0.56880, -7.42912], [4.01773, 1.71665, 0.25920], [2.14600, 4.12790, -0.07492], [-2.09035, 3.27494, 1.06502], [6.83073, -1.49067, -2.94980], [7.28183, -2.86886, -0.95015], [1.75590, 1.66276, -6.46728], [0.88149, -1.33502, 5.00742]]
}

=====

Record 2
{
  "formula": "C4H11NO2",
  "method": "ωB97M-V/def2-TZVPD",
  "fmax_ha_per_bohr": 0.09730,
  "e_lumo_ev": 0.8,
  "orbital_gap_ev": 9.84,
  "mol_weight_da": 105.14,
  "de_lowest_kj_mol": 285.37,
  "homo_ev": -9.090,
  "elements": ["O", "O", "N", "C", "C", "C", "C", "H", "H", "H", "H", "H", "H", "H", "H", "H", "H", "H"],
  "positions_angstrom": [[1.20526, -3.63062, -0.47667], [-0.62545, 5.93286, 4.02623], [-0.85593, 0.13491, -0.78598], [0.94424, -3.02297, -1.42727], [0.23228, -0.88093, -0.75994], [-0.43090, 1.56614, -0.23757], [-0.31694, -2.15497, -1.41620], [1.20228, -0.66873, -1.24881], [1.43880, -2.97007, -2.41707], [0.63186, -1.08464, 0.22882], [-1.15193, 0.08396, -1.76956], [0.62539, 1.70362, -0.15164], [0.23587, 6.13758, 4.62148], [-0.72004, 5.06648, 4.38798], [-0.81923, 2.21834, -1.05593], [-0.85314, 1.76148, 0.73137], [-0.67472, -1.99587, -2.43049], [-1.13423, -2.65804, -0.74499]]
}

=====

Record 3
{
  "formula": "C3H9N3O",
  "method": "ωB97M-V/def2-TZVPD",
  "total_charge": 1,
  "fmax_ha_per_bohr": 0.02639,
  "e_lumo_ev": [-3.6, -7.9],
  "orbital_gap_ev": [10.03, 5.70],
  "mol_weight_da": 103.12,
  "de_lowest_kj_mol": 19.92,
  "multiplicity": 2,
  "homo_ev": [-13.599, -13.592],
  "elements": ["O", "N", "N", "N", "C", "C", "C", "H", "H", "H", "H", "H", "H", "H", "H", "H"],
  "positions_angstrom": [[-1.80674, 0.53422, -0.43417], [-0.37231, -2.13643, 0.55270], [0.37538, -0.53559, 2.11423], [1.80750, -1.39190, 0.51951], [-0.37515, 2.05111, -1.61745], [0.59863, -1.35423, 1.04180], [-1.13747, 1.53562, -0.42833], [-0.97730, 2.09509, 0.51371], [-0.47006, -0.85175, 2.61616], [1.94159, -1.54152, -0.46922], [-0.84496, 2.96483, -1.99615], [-1.31804, -1.79486, 0.71477], [2.51757, -0.80950, 0.94217], [0.60216, 2.36422, -1.25859], [-0.25108, -2.41423, -0.42201], [-0.28973, 1.28491, -2.38912]]
}

=====

Record 4
{
  "formula": "C20H35Cl3F4N6SiTi",
  "method": "ωB97M-V/def2-TZVPD",
  "fmax_ha_per_bohr": 0.06162,
  "e_lumo_ev": [-1.9, -1.9],
  "orbital_gap_ev": [5.08, 5.09],
  "mol_weight_da": 617.85,
  "homo_ev": [-6.947, -6.950],
  "elements": ["Ti", "Cl", "Cl", "Cl", "Si", "F", "F", "F", "F", "N", "N", "N", "N", "N", "N", "C", "C", "C", "C", "C", "C", "C", "C", "C", "C", "C", "C", "C", "C", "C", "C", "C", "C", "C", "C", "H", "H", "H", "H", "H", "H", "H", "H", "H", "H", "H", "H", "H", "H", "H", "H", "H", "H", "H", "H", "H", "H", "H", "H", "H", "H", "H", "H", "H", "H", "H", "H", "H", "H", "H"],
  "positions_angstrom": [[-0.44774, -0.23603, 1.32802], [-1.37113, -2.05157, 2.75224], [-2.43925, 0.82229, 4.77234], [-4.27074, 0.22297, 2.25948], [-2.33778, 0.89766, 2.71938], [3.40282, -1.39991, 5.83312], [3.14308, -2.76452, 3.52981], [0.23076, 1.20166, 0.59317], [0.33348, 1.84779, 4.40023], [-1.07453, -1.85817, -0.24489], [-2.25315, 0.65478, -0.43244], [-0.11748, -0.15208, -2.74681], [2.87593, -0.05774, -0.61360], [1.40089, -1.51709, 1.43113], [-0.38895, 2.45002, -1.82858], [2.57683, -0.92505, 4.89455], [0.77041, 0.00707, 3.00645], [0.08675, 2.27712, -3.18753], [-2.13707, 3.14689, -0.28788], [-3.00320, 1.91181, -0.55907], [-2.54468, -1.76961, -0.30203], [1.58197, -1.11793, 2.71449], [1.88913, 0.25347, 5.14262], [3.21104, 0.44761, -1.93399], [2.48847, -2.17706, 0.72959], [3.75196, 0.56042, 0.36509], [-3.01865, -0.47904, -0.95389], [-0.51139, -2.84719, -1.18625], [-0.31262, 0.90104, -3.73459], [2.92418, -1.50720, -0.60051], [0.18368, -1.48199, -3.25541], [2.45363, -1.61141, 3.70316], [-0.72991, -2.56091, -2.66904], [1.00172, 0.68776, 4.17308], [-1.28772, 3.54136, -1.49815], [-1.42045, 0.76021, -1.01258], [-1.37383, 0.92680, -4.01540], [-1.76806, -2.27457, -2.84851], [2.02349, 0.78267, 6.07467], [0.05708, -1.48998, -4.34100], [4.27382, 0.29140, -2.18600], [0.33457, 2.34477, -1.13090], [-3.83888, 1.88321, 0.14414], [-2.96940, -2.63640, -0.81839], [2.61323, -0.05311, -2.69834], [3.00622, 1.52103, -1.97021], [-2.92051, -1.78303, 0.71862], [0.56084, -2.92218, -0.99490], [3.58038, 1.63818, 0.35862], [-0.75950, 4.48354, -1.29192], [1.22705, -1.76320, -3.06487], [-3.43268, 1.98798, -1.56807], [0.25992, 0.71434, -4.65332], [-0.35191, 3.03546, -3.83973], [-0.86023, -2.27755, 0.67087], [3.36363, -2.24930, 1.37235], [3.94210, -1.86606, -0.83812], [-1.47081, 2.93211, 0.55212], [-4.07237, -0.34599, -0.70273], [-0.95102, -3.82571, -0.95995], [3.53608, 0.20613, 1.36972], [0.52608, 0.12944, -2.01918], [-1.94393, 3.72057, -2.35351], [-2.92688, -0.53395, -2.04344], [1.17453, 2.38768, -3.24793], [2.27000, -1.85021, -1.40593], [4.81735, 0.37281, 0.14872], [-2.77971, 3.98538, -0.01181], [-0.55137, -3.49457, -3.20981], [2.19681, -3.20721, 0.48839]]
}

=====

Number 1: energy -4554.691207 Eh. Number 2: energy -364.159481 Eh. Number 3: energy -358.904422 Eh. Number 4: energy -4030.718969 Eh.